Entry 1:
DFT (wB97M-V/def2-TZVPD) results for C22H48B2F6HgN5O16PbS2 as an isolated structure.

Element x y z (Å)
1 C -4.4880 -1.4277 -3.1864
2 H -3.6812 3.5218 -1.4993
3 H 2.5184 0.6012 5.5155
4 H -1.3633 4.6067 5.4511
5 C 1.7789 2.0219 3.9066
6 C 1.5756 -5.4822 0.3513
7 C -5.2568 -3.5767 -3.1373
8 H 3.4674 -2.2362 -2.2694
9 C -0.8420 -1.3834 7.4912
10 B 0.2781 0.2384 -1.1502
11 C -2.0165 -2.3339 3.2614
12 O -0.5851 -0.4703 8.3562
13 H -5.8572 -3.2865 -2.2751
14 H -6.7374 -5.7706 -3.0675
15 H 0.2434 5.4515 5.7449
16 C 3.2741 -4.7918 -1.2389
17 H -3.7413 -0.7274 -3.5608
18 O -1.1574 -1.0944 6.2746
19 H 2.9682 1.6081 2.6645
20 C -2.4928 5.3042 -1.7386
21 C -0.4733 -2.8649 7.4718
22 H 0.1021 0.7345 -0.2083
23 H 2.3489 -0.0813 3.8980
24 F 7.3910 2.9884 -2.6250
25 H 0.5690 -5.8592 0.5324
26 C 5.2842 -3.9130 -2.3518
27 O -0.6953 -3.3354 6.2325
28 O 0.1983 3.7130 4.4761
29 H 3.3228 3.0349 3.2953
30 O -4.0858 -2.7334 -3.2578
31 H 2.0626 -6.4093 0.6536
32 H -2.0510 6.0913 -1.1275
33 O -4.4681 -2.6968 3.7953
34 H -4.8195 -1.1140 -2.1966
35 O 3.2874 5.5823 -3.7677
36 H 1.7536 -4.7105 1.1001
37 C -3.4812 3.1931 1.2075
38 H 1.2446 2.6418 5.8929
39 C 1.4479 3.1559 4.9536
40 C 2.6092 0.8207 4.4517
41 N 3.6483 3.4443 -2.4540
42 O 5.2411 1.4360 -3.5860
43 C 3.2506 3.1620 -5.2432
44 H -6.4433 -5.5370 -1.3984
45 S 4.8762 2.1641 -2.3627
46 O 4.4536 1.2037 -1.3470
47 H -3.9413 -4.7117 -1.1275
48 F 2.7317 2.0107 -4.8037
49 C -0.2873 4.5110 5.5969
50 H 0.7777 0.9362 -1.8043
51 F 4.2257 2.8500 -6.1539
52 H -3.5025 -6.1349 -1.7327
53 O -1.9769 -2.3598 2.0378
54 Pb -0.3044 -3.0130 -2.6692
55 C -3.3365 -2.3396 4.1409
56 H 3.6584 -4.0861 -0.5024
57 N 3.1247 -2.8912 -2.9575
58 H 5.4678 -3.2127 -1.5370
59 C 3.7050 -4.1413 -2.5511
60 H -6.0174 -3.5620 -3.9180
61 H -4.5721 -5.4745 -3.8585
62 H -0.3108 3.9725 6.5443
63 H 3.6728 0.7818 4.2164
64 F 6.9659 2.3184 -0.6217
65 C 6.4576 2.9871 -1.6779
66 Hg 0.9547 3.4537 -0.2614
67 H -4.2762 6.2438 -2.4867
68 O 5.4111 4.4602 -4.1522
69 H -0.8542 5.4023 -2.8932
70 O 1.8296 -4.9804 -0.9730
71 H -3.6453 5.0657 -3.5506
72 C -5.9701 -5.9112 -2.3063
73 N -1.3417 4.6760 -2.3883
74 O -2.9127 -2.4736 5.3919
75 H -3.9072 4.0289 1.7625
76 H -2.7375 6.6998 -3.2965
77 S 3.9938 4.2753 -3.7846
78 H -5.3958 -1.3175 -3.7797
79 H -0.7016 -0.0625 -1.4876
80 H 3.7968 -5.7461 -1.1738
81 C -3.3338 5.8799 -2.8962
82 H 3.6879 -2.5874 -3.7390
83 H -4.2461 2.6351 0.6674
84 H -4.0414 4.9626 -0.4404
85 C -4.8292 -5.0591 -2.8841
86 F 6.1948 4.2530 -1.2978
87 N -3.6894 -5.1759 -1.9885
88 O -0.9351 -2.2073 4.0537
89 H 0.8645 -0.6395 -0.9275
90 H 3.5353 -4.7610 -3.4316
91 H 5.8486 -4.8369 -2.2256
92 C -3.2784 4.3056 -0.8578
93 H -2.9382 2.4677 1.8133
94 O -0.0789 -3.5356 8.4339
95 H 2.2171 3.9270 4.9986
96 B -1.4664 -2.2785 5.4652
97 H 0.8622 1.6084 3.4862
98 O -2.4965 3.7100 0.2362
99 N 2.5816 2.5253 2.8359
100 H -1.7285 4.2192 -3.2018
101 H 5.6141 -3.3848 -3.2464
102 H -5.8516 -6.9879 -2.1851
103 F 2.2666 3.8214 -5.8386

Cartesian forces, eV/Å:
C -1.3 1.8 -0.3
H -0.3 -0.1 0.1
H -0.3 0.1 0.0
H 0.1 0.8 -0.5
C -0.4 0.5 2.4
C -0.3 -0.1 0.8
C 0.7 -1.6 1.7
H -0.6 0.8 0.5
C 2.7 4.3 3.3
B 0.4 0.1 -1.1
C 0.6 1.5 -1.7
O -1.3 -4.3 -3.0
H 0.3 0.4 0.5
H -0.6 -0.5 0.0
H -0.1 0.0 -0.3
C -1.0 0.8 0.2
H 0.2 -0.2 0.0
O -1.2 1.1 -1.6
H 1.0 0.4 -2.1
C 0.5 -0.6 0.2
C 0.4 -2.8 2.7
H -1.0 1.9 4.6
H -0.8 -0.2 0.1
F -0.6 0.0 0.4
H -0.6 0.8 -0.9
C -1.4 0.0 -0.8
O -0.8 0.6 0.2
O 1.0 0.8 2.2
H 0.4 0.6 -0.5
O -0.4 -2.1 -0.3
H 1.2 0.2 -0.6
H -0.4 0.1 0.2
O 2.7 2.0 0.1
H 0.4 -0.1 0.5
O 0.1 -3.1 0.1
H 0.2 0.0 0.0
C 1.3 -0.1 -0.9
H 0.3 0.3 0.3
C -1.5 -2.1 -2.1
C -0.2 -1.0 0.3
N 2.4 -2.1 -0.1
O -0.4 2.3 1.1
C 1.2 -0.1 -0.3
H 0.5 0.3 0.2
S -1.3 -2.8 0.0
O -0.1 1.8 0.1
H 0.1 0.1 0.3
F 0.2 0.2 0.2
C -1.3 -0.7 -0.5
H 2.0 2.3 -3.2
F -1.3 0.7 1.2
H -0.1 -0.2 -0.2
O -0.1 -0.3 1.8
Pb 1.0 0.6 1.3
C -1.6 -3.9 -0.1
H -0.1 -0.3 0.6
N -0.9 0.9 1.0
H -0.1 -0.2 0.3
C 1.7 -1.4 -0.3
H 0.7 0.4 -0.9
H 0.2 -0.1 0.0
H 0.7 -0.4 0.0
H 0.4 1.1 0.3
F -0.9 0.3 -0.7
C 0.9 0.9 0.0
Hg -0.2 -1.2 -0.7
H 0.0 0.5 -0.1
O -2.1 -1.4 1.0
H 0.8 0.5 0.4
O 0.5 -0.1 -0.8
H 0.4 0.2 -0.5
C -1.5 1.0 -1.2
N 0.7 -0.2 -0.1
O 0.2 0.7 -0.4
H 0.0 -0.2 0.1
H -0.4 -0.2 -0.6
S 0.8 4.0 -2.0
H 0.0 0.4 -0.4
H -4.4 -0.8 -1.7
H -0.2 0.0 0.2
C -0.5 -0.1 1.8
H -0.4 0.1 -0.8
H -0.2 0.1 0.0
H -0.5 -0.5 0.2
C -0.1 -0.6 0.3
F 0.1 -1.0 -0.1
N 1.3 1.1 0.0
O -2.2 -0.3 0.2
H 3.0 -3.5 1.0
H 0.2 -0.7 0.3
H -0.1 0.1 0.0
C 1.5 0.8 0.4
H -0.1 0.4 0.3
O -0.8 1.9 -2.7
H 0.2 -0.1 0.2
B 1.7 -0.5 0.9
H -0.2 0.2 0.4
O -1.6 0.5 -0.9
N 0.1 -0.3 -1.1
H 0.1 -1.3 0.0
H 0.3 -0.3 -0.1
H 0.7 0.2 -0.2
F 0.2 0.2 -0.2

Properties
Electronic energy in Eh: -4135.51871
Orbital gap in eV: 2.01
Charge: +1
Relative energy (zero: lowest compared OMol25 entry of this formula, charge and spin) in kcal/mol: 265.0
HOMO energy in eV: -10.47

***

Entry 2:
DFT (wB97M-V/def2-TZVPD) results for C22H49AlN2O25PS5 as an isolated structure.

Element x y z (Å)
1 C -0.1949 2.2507 1.9065
2 H -6.0327 2.0854 -9.9661
3 H 0.2360 -0.0398 -0.3552
4 H 1.3397 4.6879 -6.9291
5 C -2.3136 -2.4977 5.0131
6 O 5.4462 -2.5559 2.4323
7 H 1.8376 2.7914 1.2596
8 H -3.3148 -0.5879 -4.0441
9 O -0.9658 0.2200 3.0347
10 O -4.2503 0.0414 -6.7755
11 C -2.2652 -3.2592 6.3183
12 C 3.7217 1.0610 -2.6264
13 O -4.2060 -4.9368 3.9873
14 C 1.1365 0.5529 -0.5280
15 H 2.7421 5.6780 -4.8464
16 N 4.0982 -2.2006 -0.7640
17 H 4.4869 0.3536 -2.9702
18 O -0.6068 3.4550 -3.5083
19 O -2.1965 -3.5120 4.0022
20 H -0.2355 2.2378 -0.9394
21 O 1.0601 5.2341 -3.7114
22 S 5.6505 -0.9805 2.5992
23 C 0.7668 -0.0272 -3.8680
24 Al 2.0048 -0.0241 -2.2676
25 H -1.2416 -3.5303 6.5822
26 C -6.3299 1.8855 -8.9333
27 H 1.1826 -0.7333 -4.5990
28 O 4.6380 3.8897 -0.2532
29 H 0.5407 3.7974 0.6611
30 O -4.1924 -2.0144 10.2430
31 H -4.9826 -3.7099 9.3866
32 C -6.8782 0.4817 -8.7829
33 C -1.4299 -0.5473 1.9290
34 H 0.7859 0.9989 -4.2669
35 H 2.2667 3.9672 -4.7881
36 H -2.9539 0.8155 -4.8509
37 C -1.4557 -0.5128 -4.9046
38 H -0.7196 -1.3645 1.7590
39 C -0.6881 -0.4001 -3.5296
40 C 0.9798 5.1921 -6.0361
41 O -5.7261 -0.3595 -8.7457
42 C 0.1976 0.9833 2.6891
43 O -2.3717 -1.5087 11.8059
44 O 7.1788 -1.0229 3.1035
45 C 4.2815 3.2515 -1.4251
46 S -2.8890 -4.8594 4.5127
47 P 2.7375 -2.2744 -1.9177
48 H -0.7669 -1.3322 -2.9647
49 H 8.5794 -2.5276 3.3992
50 H 0.8291 6.2525 -6.2522
51 H -2.7132 -2.7085 7.1402
52 H -4.7311 -5.0302 11.4197
53 H -7.4208 0.3643 -7.8419
54 O -1.3162 5.8236 -3.7276
55 O -1.8726 -2.5345 9.6036
56 O 4.8310 -0.5353 3.6679
57 H 0.9135 0.3452 2.1642
58 C 1.8989 4.9937 -4.8468
59 S -4.4662 0.4452 -8.1202
60 H -3.2758 -1.9976 4.8815
61 O -1.3148 0.6373 -2.7729
62 H 6.5344 -4.2340 2.9726
63 C 0.7573 2.0507 -0.5198
64 H 3.4857 1.7823 -3.4120
65 H 5.3054 1.4003 -1.1962
66 C 7.5101 -2.3587 3.4950
67 H -1.0749 1.4641 -3.2038
68 H -1.2020 2.1480 1.4952
69 H -7.0316 2.6477 -8.6044
70 H -4.7444 -3.5742 12.4416
71 C 6.6930 -3.2372 2.5696
72 N -2.8836 -0.1913 -4.8692
73 H 0.6512 1.2554 3.6469
74 O -3.4265 0.4411 -9.0877
75 H 4.9705 -2.2316 -1.2920
76 H 1.4557 2.6176 -1.1597
77 S -2.7092 -2.3751 10.7364
78 O -1.9656 -5.9256 4.3700
79 O 5.6297 -0.3636 1.3241
80 S -0.4294 4.7590 -4.0316
81 O -3.0376 -3.8298 11.3258
82 C 0.8156 2.7496 0.8581
83 C 4.2753 1.7401 -1.3544
84 H 7.1521 -3.3142 1.5817
85 O -3.0002 -4.4665 6.0655
86 C -5.0377 -3.1685 10.3333
87 H -1.5559 0.0505 1.0218
88 H 3.7151 1.4470 -0.4555
89 H 4.1536 -2.0552 -3.5733
90 H -0.9572 0.1358 -5.6301
91 O -0.2746 4.6347 -5.6239
92 H -2.4139 -0.9396 2.1987
93 H -7.5239 0.1985 -9.6111
94 O 3.4577 -2.7077 -3.4076
95 H 1.8952 0.4067 0.2552
96 H -1.3322 -1.5467 -5.2568
97 H 4.1221 -1.2825 -0.3249
98 H -1.5145 -1.7662 4.9188
99 C -4.4547 -3.9808 11.4701
100 H -6.0655 -2.8687 10.5190
101 H 4.1918 3.4542 0.4837
102 O 4.0323 3.9220 -2.3858
103 H -0.2718 3.0511 2.6553
104 O -5.1586 1.9060 -8.1188
105 H 7.2122 -2.4934 4.5377

Cartesian forces, eV/Å:
C 0.8 0.3 0.6
H -0.1 0.0 0.0
H 0.3 -0.2 0.3
H -0.2 -0.2 0.0
C -0.4 0.3 0.1
O 0.0 0.2 0.4
H -0.1 -0.3 0.1
H 0.1 0.3 0.2
O 0.0 0.0 -0.1
O -0.8 0.4 -1.6
C 0.5 0.1 0.1
C -0.5 -0.4 0.6
O 0.0 -0.2 0.0
C 0.1 0.6 -0.7
H -0.1 0.1 0.2
N 0.3 0.2 -0.4
H -0.1 0.2 -0.3
O -0.4 0.0 0.0
O 0.1 -0.3 0.3
H 0.1 -0.3 0.0
O -0.4 0.4 -0.2
S 0.1 -0.3 0.0
C 0.3 -0.4 1.2
Al 0.1 0.2 0.0
H 0.0 0.0 0.0
C 0.1 0.0 -0.5
H -0.1 0.2 -0.1
O -0.4 0.1 -0.1
H 0.2 0.0 0.1
O 0.1 0.0 0.3
H 0.0 0.0 0.0
C -0.3 0.0 0.3
C 0.0 0.0 0.4
H -0.1 -0.2 -0.3
H 0.1 0.0 0.0
H -0.4 0.0 0.4
C -0.2 -0.8 0.9
H -0.2 0.0 -0.3
C 0.1 1.1 -1.8
C 0.1 0.4 0.0
O 0.2 0.3 -0.2
C -0.4 -0.1 0.1
O 0.1 0.1 -0.1
O 0.0 -0.1 -0.3
C -0.1 -0.1 0.3
S 0.1 0.4 0.1
P -1.1 -0.9 0.0
H -0.1 0.1 0.1
H 0.0 0.2 -0.1
H 0.0 0.0 0.0
H -0.1 -0.2 0.0
H 0.2 -0.1 -0.1
H 0.0 0.0 0.0
O -0.1 -0.1 0.1
O 0.2 0.0 0.1
O -0.1 0.1 -0.1
H -0.1 0.1 -0.2
C 0.2 -0.6 -0.2
S -0.2 0.0 0.3
H 0.0 0.0 0.0
O 0.2 -0.4 0.4
H -0.2 0.1 0.0
C 0.7 0.1 0.4
H 0.4 0.1 0.0
H 0.0 0.3 0.3
C -0.2 -0.2 0.4
H 0.0 0.1 0.1
H 0.2 -0.2 -0.2
H 0.1 0.0 0.2
H 0.0 0.0 0.0
C 0.3 -0.1 -0.4
N 1.3 -0.5 0.4
H 0.0 0.0 -0.1
O 0.0 -0.1 0.0
H 0.0 -0.1 0.1
H -0.1 0.0 0.0
S -0.3 -0.2 0.1
O -0.1 -0.1 -0.1
O 0.0 0.3 0.1
S 0.7 0.1 -0.2
O 0.0 0.0 -0.4
C -0.9 0.3 -0.6
C -0.2 0.0 -0.7
H 0.0 0.0 0.0
O -0.2 0.1 -0.2
C -0.1 -0.4 -0.3
H 0.2 0.0 0.0
H 0.1 0.1 0.1
H -0.1 0.0 -0.4
H -0.1 0.0 0.1
O 0.1 -0.1 0.2
H 0.1 -0.1 0.0
H 0.2 -0.1 -0.1
O 0.7 0.4 0.7
H -0.3 -0.3 0.1
H 0.0 0.1 -0.1
H 0.0 0.0 0.0
H 0.1 -0.1 -0.3
C -0.3 0.2 0.4
H 0.1 0.2 0.0
H 0.3 -0.3 0.0
O 0.3 0.0 -0.1
H -0.2 -0.1 -0.1
O -0.2 -0.3 0.2
H 0.0 -0.1 0.0

Properties
Electronic energy in Eh: -5432.82870
Orbital gap in eV: 4.53
Charge: -1
HOMO energy in eV: -3.03